[1]
Molecular formula: C7H9Cl
Method: DFT, ωB97M-V/def2-TZVPD

Each line ends with the Löwdin charge.
Geometry (Å):
C1 0.97818 -1.60055 -3.05212  0.112
C2 0.84480 -1.42226 -1.86732  -0.098
C3 -0.41585 0.31118 -0.13627  -0.241
C4 0.12575 -0.91011 0.62476  -0.118
C5 0.42291 -0.79895 -0.70151  -0.142
C6 0.01530 1.76003 0.06027  -0.073
C7 0.29818 -1.55642 1.90437  -0.039
Cl1 -1.40699 1.91193 -3.93804  0.207
H1 1.32215 -1.71772 -4.08078  0.042
H2 -1.47639 0.31147 -0.08274  0.103
H3 -0.44888 2.60539 -3.29257  -0.196
H4 1.14490 1.78601 -0.03967  0.107
H5 -0.38315 2.23831 0.95567  0.071
H6 -0.56685 2.25731 -0.63251  0.013
H7 -0.63604 -1.43715 2.45476  0.088
H8 1.13829 -1.10159 2.38376  0.084
H9 0.44025 -2.61673 1.77842  0.080

Cartesian forces (eV/Å) of the 3 atoms listed first:
C 0.986 -0.342 -0.906
C -0.340 0.732 -1.108
C 0.434 -0.255 2.302

- Relative energy (zero: lowest compared OMol25 entry of this formula, charge and spin): 98.3 kcal per mole
- SMILES string: C#CC1=C(C)[C@H]1C.Cl
- Molecular weight: 128.60 Da

[2]
Molecular formula: C7H9Cl19
Method: DFT, ωB97M-V/def2-TZVPD

Each line ends with the Löwdin charge.
Geometry (Å):
C1 3.67731 3.24726 6.16110  -1.520
Cl1 5.40328 2.89706 6.51689  0.493
Cl2 3.45599 5.00236 5.82288  0.489
Cl3 2.58937 2.64523 7.39977  0.532
H1 3.42472 2.75369 5.22265  0.007
C2 -2.16495 -2.52047 4.59649  -1.559
Cl4 -1.53225 -3.46938 3.24462  0.518
Cl5 -3.88776 -2.80047 4.98387  0.506
Cl6 -1.92411 -0.82989 4.24628  0.521
H2 -1.59723 -2.70318 5.50885  0.013
C3 -5.34327 -4.23367 -2.05347  -1.439
Cl7 -6.43732 -4.22044 -3.46753  0.505
Cl8 -6.16553 -4.05156 -0.41241  0.458
Cl9 -4.05618 -2.96697 -2.23595  0.470
H3 -4.90237 -5.23045 -2.06472  0.006
C4 6.98272 -1.53674 0.55887  -1.425
Cl10 7.85546 -0.00090 0.87226  0.473
Cl11 6.07584 -1.55809 -0.99210  0.507
Cl12 5.93733 -1.68821 2.08296  0.434
H4 7.79099 -2.26691 0.51815  0.011
C5 -0.21897 -1.13793 -7.41855  -1.608
Cl13 -0.35750 -0.49052 -9.04960  0.523
Cl14 1.40943 -1.53310 -7.05444  0.567
Cl15 -1.33889 -2.48866 -7.12606  0.508
H5 -0.61555 -0.35362 -6.77381  0.009
C6 -4.05575 5.43597 -1.08085  -1.014
Cl16 -3.20713 6.89658 -1.50708  0.504
Cl17 -2.86901 4.40627 -0.20284  0.456
H6 -4.92692 5.71230 -0.48690  0.032
H7 -4.28157 4.89594 -2.00035  0.022
C7 0.94747 0.33242 -0.67289  -1.012
Cl18 0.88929 0.98844 -2.32354  0.474
Cl19 2.20673 1.20802 0.21808  0.488
H8 -0.09451 0.34752 -0.35329  0.032
H9 1.33085 -0.68792 -0.67737  0.019

Cartesian forces (eV/Å) of the 3 atoms listed first:
C 0.382 0.356 -0.678
Cl -0.794 0.125 -0.019
Cl 0.051 -0.659 0.374

- Relative energy (zero: lowest compared OMol25 entry of this formula, charge and spin): 21.5 kcal per mole
- SMILES string: ClC(Cl)Cl.ClC(Cl)Cl.ClC(Cl)Cl.ClC(Cl)Cl.ClC(Cl)Cl.ClCCl.ClCCl
- Molecular weight: 766.76 Da